1.
Here is a molecular structure, C34H33ClIIrN5O4S from the OMol25 dataset. Energies are from wB97M-V/def2-TZVPD.

Last column: Löwdin charge in e.
Cartesian coordinates (Å):
Ir (-1.04, -0.16, 0.27)  1.328
I (-3.69, 1.84, 1.94)  0.816
Cl (-0.37, 4.48, -5.62)  0.839
S (-3.46, -1.18, -0.11)  0.682
O (1.02, -3.85, 1.31)  0.066
O (-0.91, -0.69, -2.15)  -0.102
O (-2.10, 1.53, -0.97)  -0.127
O (2.26, 2.66, -1.09)  0.052
N (-2.41, -3.19, -1.54)  -0.033
N (1.17, -0.60, -0.10)  0.053
N (-0.55, -2.28, 1.03)  0.043
N (0.41, 2.01, 0.00)  0.118
N (-4.46, -3.57, -0.60)  -0.024
C (-0.84, -2.11, 4.07)  -0.047
C (-0.83, 5.61, -0.29)  -0.037
C (-3.43, -2.74, -0.80)  -0.769
C (-1.14, 4.38, -3.04)  -0.155
C (-1.23, -3.28, 1.88)  -0.219
C (-1.31, -1.48, 5.21)  -0.059
C (-0.72, 2.24, -4.22)  -0.011
C (1.50, 1.70, -0.58)  -0.322
C (-5.68, -3.22, 0.10)  -0.072
C (-1.74, -2.65, 3.15)  -0.216
C (-0.12, -4.34, 2.09)  -0.008
C (-3.39, 5.41, -2.07)  -0.016
C (-2.35, -4.51, -2.14)  -0.051
C (-3.10, -2.55, 3.39)  -0.037
C (1.63, -1.83, 0.13)  -0.154
C (-1.04, 1.49, -3.08)  -0.073
C (-1.84, 0.84, 2.02)  -0.831
C (2.01, 0.31, -0.60)  -0.150
C (-0.82, 0.06, -3.12)  -0.149
C (-2.67, -1.37, 5.44)  -0.058
C (-1.46, 3.62, -1.78)  -0.211
C (-1.55, 2.14, -1.88)  -0.276
C (3.76, -1.30, -0.77)  0.017
C (0.64, -2.68, 0.83)  -0.325
C (-0.77, 3.62, -4.22)  -0.586
C (-3.57, -1.91, 4.53)  -0.054
C (-1.01, 4.11, -0.40)  -0.159
C (1.54, 3.90, -0.85)  -0.025
C (-2.99, 6.40, -1.27)  -0.048
C (3.31, 0.00, -0.97)  0.055
C (2.92, -2.23, -0.18)  0.055
C (0.34, 3.48, 0.02)  -0.209
C (-2.61, 4.25, -2.54)  -0.069
C (-1.68, 6.57, -0.64)  -0.058
H (-0.74, 5.38, -2.94)  0.155
H (0.08, 5.93, 0.20)  0.120
H (-3.13, -4.65, -2.89)  0.099
H (-1.72, -2.50, -1.80)  0.074
H (-1.38, -4.62, -2.63)  0.096
H (-3.18, 3.54, -3.12)  0.163
H (-2.06, -3.70, 1.32)  0.128
H (-1.78, 3.78, 0.31)  0.121
H (-3.70, 7.20, -1.09)  0.117
H (-0.41, 1.73, -5.12)  0.130
H (-0.52, -0.35, -4.09)  0.147
H (-6.14, -4.13, 0.47)  0.097
H (0.23, -2.18, 3.90)  0.121
H (-4.49, -4.42, -1.15)  0.128
H (2.23, 4.58, -0.36)  0.142
H (1.26, 4.31, -1.82)  0.131
H (-0.61, -1.06, 5.92)  0.114
H (-4.63, -1.84, 4.71)  0.116
H (-1.40, 7.59, -0.41)  0.119
H (-1.96, 0.03, 2.74)  -0.070
H (4.77, -1.57, -1.05)  0.132
H (3.24, -3.24, 0.04)  0.138
H (-2.43, -5.29, -1.38)  0.095
H (0.50, 3.79, 1.06)  0.162
H (3.95, 0.77, -1.37)  0.136
H (-3.04, -0.87, 6.32)  0.115
H (-6.38, -2.70, -0.56)  0.098
H (-5.45, -2.57, 0.94)  0.047
H (-3.80, -2.97, 2.68)  0.099
H (-0.37, -5.33, 1.73)  0.138
H (0.22, -4.40, 3.13)  0.134
H (-4.40, 5.45, -2.46)  0.120
H (-1.10, 1.57, 2.36)  -0.044

Computed properties:
HOMO level (spin up / spin down) ... -12.0 / -13.2 eV
Spin multiplicity ... 6
Charge ... +2
LUMO energy (spin up / spin down) ... -0.214 / -0.279 Eh
Gap between HOMO and LUMO (spin up / spin down) ... 6.2 / 5.6 eV

2.
Here is 2 unconnected molecules or ions with the total composition CH5Cl2OPSi from the OMol25 dataset. Energies are from wB97M-V/def2-TZVPD.

Last column: natural (NBO) charge in e.
Cartesian coordinates (Å):
Cl (-2.54, -1.81, -0.32)  -0.278
Cl (-3.10, 1.38, -0.46)  -0.238
P (-1.81, 0.04, 0.24)  1.409
Si (1.48, -0.32, 0.52)  0.816
O (-1.78, 0.07, 1.74)  -1.012
C (0.83, 0.42, -1.10)  -0.703
H (0.78, 0.13, -2.16)  0.222
H (2.86, -0.32, 0.06)  -0.166
H (0.86, 1.52, -0.92)  0.196
H (1.44, 0.58, 1.78)  -0.102
H (0.97, -1.68, 0.61)  -0.143

Computed properties:
HOMO level (spin up / spin down) ... -9.5 / -9.3 eV
Spin multiplicity ... 1
Charge ... 0
LUMO energy (spin up / spin down) ... -0.043 / -0.087 Eh
Gap between HOMO and LUMO (spin up / spin down) ... 8.3 / 6.9 eV

3.
Here is 12 unconnected molecules or ions with the total composition C18H60N2O12 from the OMol25 dataset. Energies are from wB97M-V/def2-TZVPD.

Last column: Löwdin charge in e.
Cartesian coordinates (Å):
O (18.74, 17.43, 1.53)  -0.077
O (12.09, 18.92, -1.08)  -0.048
O (13.96, 19.23, -4.84)  -0.084
O (17.81, 19.80, -1.48)  -0.102
O (21.05, 17.60, -4.53)  -0.101
O (15.91, 12.52, -1.49)  -0.062
O (16.64, 16.93, -2.38)  -0.108
O (19.35, 18.62, -6.31)  -0.144
O (15.23, 15.62, 0.34)  -0.169
O (11.19, 13.89, -2.16)  -0.084
O (16.76, 18.30, -6.79)  -0.182
O (20.39, 13.68, -5.91)  -0.056
N (15.78, 20.54, -5.10)  0.175
N (14.01, 21.39, -4.14)  0.156
C (13.36, 19.21, -1.56)  -0.388
C (16.21, 13.72, -2.22)  -0.266
C (16.74, 18.71, -8.16)  -0.112
C (12.45, 14.18, -1.57)  -0.273
C (15.53, 13.73, -3.65)  -0.053
C (14.35, 19.19, -0.50)  -0.068
C (14.06, 16.14, 0.99)  -0.136
C (17.65, 20.94, -2.29)  -0.292
C (18.37, 17.20, 0.20)  -0.324
C (19.33, 14.64, -6.20)  -0.308
C (14.57, 20.39, -4.62)  -0.743
C (20.09, 17.39, -3.51)  -0.173
C (12.98, 15.42, -2.38)  -0.070
C (16.04, 17.55, -3.48)  -0.151
C (19.77, 19.87, -6.85)  -0.109
C (18.50, 20.82, -3.60)  -0.070
C (18.49, 14.77, -5.04)  -0.101
C (18.44, 15.71, -0.03)  -0.056
H (19.07, 17.12, -3.78)  0.052
H (16.74, 17.62, -4.32)  0.066
H (18.15, 21.45, -4.41)  0.043
H (17.07, 19.75, -8.27)  0.089
H (13.37, 20.24, -1.98)  0.095
H (18.48, 19.80, -3.89)  0.038
H (13.38, 16.58, 0.28)  0.053
H (15.82, 18.60, -3.26)  0.057
H (19.02, 15.02, -4.17)  0.057
H (20.69, 13.42, -6.78)  0.060
H (19.40, 19.90, -7.85)  0.058
H (20.83, 19.97, -6.93)  0.086
H (18.47, 18.36, -6.62)  0.029
H (17.34, 17.60, 0.06)  0.104
H (16.11, 19.72, -5.66)  0.099
H (15.84, 14.56, -1.74)  0.030
H (13.13, 13.37, -1.71)  0.079
H (19.07, 17.70, -0.37)  0.084
H (18.05, 13.78, -4.86)  0.084
H (14.39, 13.72, -3.66)  0.075
H (18.41, 15.64, -1.12)  0.061
H (13.00, 15.26, -3.43)  0.061
H (12.35, 14.35, -0.46)  0.115
H (15.73, 14.65, -4.10)  0.015
H (17.76, 21.92, -1.75)  0.126
H (15.92, 15.36, 0.99)  0.089
H (17.29, 18.01, -8.81)  0.095
H (20.07, 18.25, -2.80)  0.072
H (16.59, 21.02, -2.54)  0.065
H (13.67, 18.61, -2.42)  0.090
H (14.01, 15.70, -2.08)  0.048
H (10.65, 13.48, -1.46)  0.092
H (13.01, 21.28, -3.76)  0.166
H (14.47, 22.33, -3.90)  0.169
H (12.42, 16.33, -2.22)  0.060
H (14.37, 16.95, 1.73)  0.108
H (17.61, 15.10, 0.24)  0.047
H (19.34, 20.75, -6.38)  0.067
H (15.94, 12.98, -4.30)  0.058
H (11.45, 19.11, -1.76)  0.087
H (15.29, 19.66, -0.96)  0.097
H (15.32, 12.77, -0.80)  0.053
H (14.64, 18.20, -0.21)  0.033
H (16.09, 16.85, -1.64)  0.016
H (16.29, 17.42, -6.71)  0.139
H (13.64, 15.22, 1.47)  0.091
H (15.18, 16.93, -3.79)  0.088
H (19.48, 18.08, 1.52)  0.102
H (15.73, 18.66, -8.63)  0.094
H (16.42, 21.28, -4.96)  0.072
H (20.55, 17.82, -5.30)  -0.004
H (17.70, 15.48, -5.17)  0.063
H (17.54, 18.96, -1.94)  0.061
H (17.27, 13.90, -2.23)  0.094
H (19.38, 15.32, 0.22)  0.068
H (20.40, 16.66, -2.76)  0.078
H (19.76, 15.61, -6.49)  0.103
H (14.03, 19.84, 0.31)  0.094
H (19.53, 21.08, -3.36)  0.087
H (18.74, 14.32, -7.08)  0.118

Computed properties:
HOMO level ... -9.4 eV
Spin multiplicity ... 1
Charge ... 0
Structure (SMILES) ... NC(N)=O.CCO.CCO.CCO.CCO.CCO.CCO.CO.CO.CO.CO.CO
LUMO energy ... 0.006 Eh
Gap between HOMO and LUMO ... 9.6 eV

4.
Here is a gas-phase ion, CH7N4O (charge +1) from the OMol25 dataset. Energies are from wB97M-V/def2-TZVPD.

Last column: natural (NBO) charge in e.
Cartesian coordinates (Å):
O (1.32, -0.81, -0.12)  -0.205
N (-2.28, -0.31, -0.43)  -0.742
N (2.29, 0.17, -0.35)  -0.514
N (-0.01, -0.16, -0.12)  0.056
N (0.08, 1.22, 0.18)  -0.656
C (-1.08, -0.82, -0.41)  0.325
H (-2.51, 0.70, -0.28)  0.448
H (-3.12, -0.86, -0.62)  0.446
H (2.83, 0.42, 0.49)  0.373
H (1.07, 1.49, 0.19)  0.417
H (2.80, -0.39, -0.96)  0.392
H (-0.31, 1.45, 1.16)  0.388
H (-0.77, -1.92, -0.49)  0.271

Computed properties:
HOMO level ... -14.1 eV
Spin multiplicity ... 1
Charge ... +1
Structure (SMILES) ... NON(N)C=[NH2+]
LUMO energy ... -0.117 Eh
Gap between HOMO and LUMO ... 11.0 eV

5.
Here is C4H6N2 in the gas phase from the OMol25 dataset. Energies are from wB97M-V/def2-TZVPD.

Last column: natural (NBO) charge in e.
Cartesian coordinates (Å):
N (-2.16, 0.34, -0.21)  -0.822
N (1.43, 0.40, 0.07)  -0.529
C (-0.29, -1.25, 0.20)  -0.144
C (-0.79, 0.05, 0.00)  -0.091
C (0.24, 0.99, -0.05)  0.095
C (1.18, -1.04, 0.07)  -0.365
H (1.31, -1.41, -0.96)  0.263
H (2.32, 0.87, -0.05)  0.409
H (-2.69, -0.50, 0.00)  0.383
H (1.87, -1.59, 0.71)  0.233
H (0.17, 2.07, -0.18)  0.209
H (-2.51, 1.10, 0.37)  0.358

Computed properties:
HOMO level ... -7.9 eV
Spin multiplicity ... 1
Charge ... 0
LUMO energy ... 0.019 Eh
Gap between HOMO and LUMO ... 8.4 eV

6.
Here is a molecular structure, C9H14F4Li2N2O17S4 from the OMol25 dataset. Energies are from wB97M-V/def2-TZVPD.

Last column: natural (NBO) charge in e.
Cartesian coordinates (Å):
S (7.44, 13.02, -5.58)  2.424
S (7.22, 8.75, -6.70)  2.386
S (5.44, 13.03, -7.00)  2.384
S (9.54, 9.08, -6.57)  2.410
F (10.79, 9.67, -7.43)  -0.534
F (5.29, 12.69, -8.58)  -0.520
F (8.96, 12.44, -5.70)  -0.522
F (6.04, 9.65, -7.26)  -0.517
O (9.74, 9.80, -5.35)  -0.888
O (1.71, 13.11, -6.09)  -0.501
O (2.32, 13.15, -8.14)  -0.514
O (0.56, 11.86, -7.57)  -0.628
O (7.34, 9.01, 1.31)  -0.557
O (3.86, 8.84, -2.15)  -0.471
O (4.78, 11.91, -6.40)  -0.817
O (4.95, 14.36, -6.88)  -0.815
O (7.43, 10.68, -0.20)  -0.497
O (7.12, 8.87, -5.27)  -0.873
O (7.01, 11.99, -4.70)  -0.832
O (1.66, 8.52, -2.22)  -0.584
O (2.66, 9.83, -3.74)  -0.494
O (9.88, 7.69, -6.67)  -0.849
O (8.72, 8.90, -0.48)  -0.491
O (6.96, 7.44, -7.21)  -0.856
O (7.63, 14.39, -5.20)  -0.868
N (7.18, 12.85, -7.12)  -1.387
N (8.39, 9.65, -7.51)  -1.239
C (2.64, 9.07, -2.65)  0.963
C (7.82, 9.50, 0.35)  0.969
C (2.14, 12.98, -9.53)  -0.263
C (1.07, 12.43, -5.01)  -0.265
C (4.78, 9.70, -2.84)  -0.109
C (8.85, 9.60, -1.67)  -0.101
C (1.46, 12.61, -7.30)  0.984
C (8.34, 10.98, -1.25)  -0.096
C (4.00, 10.27, -4.02)  -0.098
Li (7.62, 11.27, -8.21)  0.931
Li (8.19, 14.07, -8.24)  0.981
H (5.56, 9.02, -3.18)  0.208
H (8.22, 9.26, -2.50)  0.195
H (1.54, 12.66, -4.06)  0.196
H (9.84, 9.85, -2.07)  0.206
H (1.10, 12.83, -9.83)  0.209
H (4.35, 9.73, -4.90)  0.194
H (9.08, 11.70, -0.88)  0.178
H (1.17, 11.36, -5.16)  0.210
H (4.12, 11.34, -4.11)  0.200
H (5.21, 10.50, -2.23)  0.189
H (2.49, 13.86, -10.06)  0.194
H (7.81, 11.46, -2.08)  0.196
H (0.01, 12.65, -4.94)  0.192
H (2.62, 12.04, -9.81)  0.187

Computed properties:
HOMO level ... -10.5 eV
Spin multiplicity ... 1
Charge ... 0
LUMO energy ... -0.122 Eh
Gap between HOMO and LUMO ... 7.2 eV

no.,largest force on an atom (hartree/bohr),electronic energy (a.u.)
1,0.015,-3149.91128
2,0.052,-1667.50930
3,0.195,-1733.96790
4,0.066,-336.15745
5,0.010,-265.42094
6,0.158,-3747.18364